# 1
# C31H31OZr

C31H31OZr as an isolated structure in a non-equilibrium geometry (ωB97M-V/def2-TZVPD, the OMol25 dataset).

Element x y z (Å)
C (2.8852, -2.7571, 2.4817)
Zr (0.7795, -0.1915, 1.2148)
C (0.0809, -1.1955, -0.6546)
C (2.3163, 1.6761, 1.8155)
C (3.1289, 0.7129, 1.1332)
C (2.6701, 0.6205, -0.2251)
C (1.5140, 1.4675, -0.3658)
C (1.3280, 2.1624, 0.8818)
C (-0.3564, -0.1959, 3.5810)
C (-1.0447, -1.1996, 2.8370)
C (-1.6639, -0.5746, 1.7063)
C (-1.3500, 0.8240, 1.7433)
C (-0.5849, 1.0681, 2.9406)
H (2.9731, -1.8710, 3.1952)
H (1.7894, -3.0683, 2.4107)
H (3.3857, -2.6311, 1.5119)
H (-0.5773, -0.7521, -1.4105)
H (0.9703, -1.5286, -1.1914)
H (-0.3975, -2.1257, -0.3447)
H (2.4831, 2.0199, 2.8358)
H (3.9920, 0.1928, 1.5469)
H (3.1682, 0.0532, -1.0113)
H (0.9327, 1.6028, -1.2789)
H (0.6891, 3.0314, 1.0382)
H (0.1959, -0.3785, 4.5061)
H (-1.1534, -2.2456, 3.1434)
H (-2.3249, -1.0828, 0.9986)
H (-1.7222, 1.5847, 1.0453)
H (-0.3895, 2.0444, 3.3942)
C (2.4808, -7.4566, -4.0026)
C (3.7341, -7.5812, -3.4008)
C (3.8568, -8.0505, -2.1027)
C (2.6968, -8.3558, -1.4015)
O (2.8084, -8.5919, -0.0222)
C (3.2356, -7.5462, 0.8071)
C (2.2620, -6.9387, 1.6136)
C (2.5161, -5.7390, 2.2050)
C (3.7918, -5.1370, 2.0981)
C (3.8274, -3.7971, 2.8709)
C (5.2107, -3.2075, 3.2184)
C (5.2153, -2.4509, 4.3966)
C (6.4041, -1.9441, 4.9133)
C (7.6385, -2.2704, 4.3158)
C (7.6387, -3.0586, 3.1568)
C (6.4391, -3.4742, 2.5219)
C (4.8445, -5.9151, 1.5688)
C (4.5571, -7.0806, 0.8709)
C (1.4274, -8.3062, -1.9896)
C (1.3294, -7.8108, -3.2868)
H (2.3879, -7.0689, -5.0255)
H (4.6411, -7.3265, -3.9507)
H (4.8213, -8.2152, -1.6167)
H (1.2877, -7.4356, 1.6714)
H (1.7638, -5.3895, 2.9250)
H (3.2390, -3.9060, 3.7382)
H (4.3139, -2.3772, 5.0355)
H (6.3874, -1.3050, 5.7829)
H (8.5818, -1.8915, 4.7436)
H (8.5616, -3.3800, 2.7338)
H (6.4949, -4.0764, 1.6415)
H (5.8773, -5.8258, 1.8988)
H (5.3472, -7.6508, 0.3975)
H (0.5517, -8.6687, -1.4333)
H (0.3436, -7.7263, -3.7570)

Cartesian forces (eV/Å) of the 3 atoms listed first:
C -0.8 2.1 -2.5
Zr -1.1 1.0 1.1
C -0.1 -0.7 -0.7

Computed properties:
Frontier orbital gap   2.86 eV
Energy   -35973.48737 eV
Total charge   -1


# 2
# C9H6N4

C9H6N4 as an isolated structure in a non-equilibrium geometry (ωB97M-V/def2-TZVPD, the OMol25 dataset).

Element x y z (Å)
C (0.1823, 1.8451, 2.8367)
C (-0.8824, 1.1325, 1.9848)
C (-0.1474, 0.6110, 0.6728)
C (0.3967, -1.0752, -0.8278)
C (1.5866, -1.7663, -0.8004)
C (2.0424, -2.2633, -2.0780)
C (1.1303, -1.9792, -3.2485)
C (-0.4479, -0.8770, -1.8720)
C (-2.0315, 1.8537, 1.7152)
H (-1.1993, 0.2544, 2.8351)
H (0.1069, 1.4985, -0.1518)
H (2.0467, -2.0137, 0.1120)
H (3.1524, -3.0512, -2.2471)
H (1.4952, -2.3082, -4.0860)
H (-1.4811, -0.3033, -1.7693)
N (0.9357, 2.5172, 3.4159)
N (-0.1164, -0.6218, 0.4042)
N (0.0496, -1.3423, -3.1054)
N (-3.0253, 2.4519, 1.4297)

Cartesian forces (eV/Å) of the 3 atoms listed first:
C -0.2 1.5 -0.3
C 3.9 -3.7 3.4
C -1.2 1.2 -1.6

Computed properties:
Energy relative to the best compared isomer or geometry (same formula, charge and spin)   128.0 kcal/mol
Frontier orbital gap   9.64 eV
Energy   -15385.39122 eV